Arrangement A

{
  "formula": "C39H60AsBiF6N4OSbSi2",
  "method": "ωB97M-V/def2-TZVPD",
  "elements": ["Bi", "C", "C", "C", "C", "C", "C", "C", "C", "C", "H", "H", "H", "H", "H", "H", "H", "H", "H", "H", "H", "H", "C", "C", "C", "C", "C", "C", "C", "N", "C", "C", "C", "C", "C", "C", "C", "N", "C", "C", "C", "C", "H", "H", "H", "H", "H", "H", "H", "H", "H", "H", "H", "H", "H", "H", "H", "H", "H", "H", "H", "H", "H", "H", "H", "H", "N", "C", "O", "C", "C", "C", "N", "C", "C", "H", "H", "H", "H", "H", "H", "C", "Si", "C", "C", "As", "Si", "C", "C", "C", "H", "H", "H", "H", "H", "H", "H", "H", "H", "H", "H", "H", "H", "H", "H", "H", "H", "H", "F", "Sb", "F", "F", "F", "F", "F"],
  "xyz": [[13.12860, 12.51378, 12.47763], [19.41548, 6.69162, 10.75478], [18.02622, 7.06862, 10.44564], [16.98576, 6.96181, 11.47282], [15.68852, 7.28672, 11.15952], [14.44155, 7.06452, 12.00697], [15.46458, 7.98001, 9.91965], [16.41193, 8.09554, 8.93587], [16.06570, 8.75053, 7.67886], [17.70806, 7.54996, 9.20695], [19.66833, 5.65052, 10.37757], [19.62831, 6.73372, 11.82362], [20.06628, 7.31573, 10.15638], [17.20673, 6.67225, 12.47883], [14.30038, 7.87495, 12.73461], [14.56123, 6.18634, 12.66797], [13.50010, 7.00421, 11.40821], [14.47625, 8.43690, 9.76043], [16.03203, 7.94170, 6.86374], [16.78558, 9.49143, 7.41014], [15.07854, 9.15161, 7.75283], [18.46140, 7.52152, 8.46235], [7.24748, 11.70677, 8.57118], [8.46248, 10.82285, 8.06885], [8.05697, 9.34358, 8.06751], [8.82115, 11.16762, 6.63044], [9.65241, 10.99153, 8.97043], [9.72687, 10.25259, 10.14964], [10.81778, 10.36217, 10.95070], [11.76351, 11.30782, 10.75265], [11.65204, 12.15497, 9.65314], [10.63204, 11.97518, 8.69791], [12.74181, 13.08650, 9.42522], [12.56249, 14.16117, 8.53378], [13.61560, 14.98629, 8.20785], [14.82801, 14.85505, 8.97602], [14.94565, 13.79261, 9.86315], [13.92643, 12.97762, 10.13037], [13.49528, 15.90772, 7.03526], [14.34725, 15.35307, 5.88416], [12.05431, 16.07438, 6.48354], [14.15762, 17.28482, 7.39939], [6.36262, 11.56234, 7.86084], [7.54674, 12.79201, 8.48109], [6.97948, 11.47709, 9.59478], [7.30790, 9.18546, 7.28904], [7.53737, 9.18496, 9.00553], [8.86537, 8.70124, 7.85437], [7.89671, 10.94853, 6.10874], [9.63399, 10.52219, 6.31151], [9.10592, 12.24901, 6.45396], [8.86211, 9.72373, 10.47672], [10.91291, 9.64564, 11.77162], [10.61684, 12.54671, 7.77282], [11.56130, 14.34584, 8.12894], [15.59660, 15.62998, 8.94754], [15.87178, 13.61527, 10.35651], [13.95908, 14.35568, 5.63665], [15.43464, 15.24686, 6.10568], [14.24714, 15.89501, 4.87597], [11.63787, 15.11057, 6.17656], [12.01432, 16.73027, 5.63072], [11.36391, 16.45120, 7.24881], [15.16743, 17.20934, 7.78906], [13.41029, 17.86532, 8.03659], [14.31502, 17.87618, 6.46897], [8.02610, 17.42458, 14.73174], [8.34585, 16.13736, 15.08286], [7.71776, 15.55258, 15.94995], [9.54068, 15.52873, 14.42520], [9.94329, 14.29616, 14.98420], [11.14206, 13.76147, 14.56298], [11.84875, 14.27301, 13.50700], [11.43824, 15.45020, 12.98530], [10.28947, 16.17050, 13.44674], [7.18233, 17.76210, 15.13144], [8.71359, 18.00459, 14.19751], [9.31021, 13.72756, 15.67254], [11.56764, 12.85380, 15.00015], [12.04107, 15.85451, 12.11808], [10.16259, 17.13124, 12.97552], [14.53351, 15.38265, 15.37606], [15.96084, 15.53892, 14.06950], [15.35690, 16.76572, 12.77805], [17.44176, 16.32432, 14.91663], [16.14285, 13.46808, 13.10713], [17.12045, 12.09714, 14.74604], [19.00903, 11.95838, 14.64805], [16.30221, 10.35820, 14.77904], [16.66693, 12.69985, 16.47543], [13.73668, 16.14143, 15.27688], [15.06060, 15.46148, 16.33898], [14.10964, 14.37924, 15.24382], [16.07458, 17.34468, 12.19772], [14.66930, 17.50153, 13.21162], [14.73152, 16.22401, 12.08886], [16.99758, 17.26512, 15.34317], [18.23485, 16.52012, 14.21369], [17.80160, 15.66232, 15.73547], [19.46815, 12.34566, 13.72720], [19.23208, 10.90037, 14.80406], [19.46655, 12.60556, 15.45170], [16.23691, 9.90613, 13.80575], [15.30908, 10.37385, 15.26695], [16.94990, 9.68836, 15.40178], [17.37115, 13.49166, 16.83324], [16.88101, 11.82991, 17.14999], [15.68255, 13.14313, 16.65167], [12.99357, 9.90947, 13.40540], [11.80272, 9.27159, 14.92880], [10.77968, 10.87630, 14.57974], [10.61440, 8.72736, 16.21657], [12.91588, 10.25773, 16.15069], [13.01239, 7.77450, 15.17100], [10.87344, 8.18261, 13.66068]],
  "lowdin_spin": [0.0521, 0.0000, 0.0000, 0.0000, 0.0000, 0.0000, 0.0000, 0.0000, 0.0000, 0.0000, 0.0000, 0.0000, 0.0000, 0.0000, 0.0000, 0.0000, 0.0000, 0.0000, 0.0000, 0.0000, 0.0000, 0.0000, 0.0000, 0.0001, 0.0000, 0.0000, 0.0004, 0.0012, 0.0021, 0.0259, 0.0015, 0.0005, 0.0004, -0.0002, 0.0003, 0.0005, 0.0131, -0.0002, 0.0001, 0.0000, 0.0000, 0.0000, 0.0000, 0.0000, 0.0000, 0.0000, 0.0000, 0.0000, 0.0000, 0.0000, 0.0000, 0.0002, 0.0001, 0.0001, 0.0000, 0.0001, 0.0206, 0.0000, 0.0000, 0.0000, 0.0000, 0.0000, 0.0000, 0.0000, 0.0000, 0.0000, 0.0001, 0.0001, 0.0001, 0.0008, -0.0002, 0.0013, 0.0038, 0.0008, 0.0000, 0.0000, 0.0000, 0.0000, -0.0001, 0.0000, 0.0000, 0.0537, 0.0728, -0.0003, -0.0030, 0.6215, 0.0666, 0.0058, 0.0059, 0.0288, 0.0047, 0.0034, 0.0069, -0.0002, -0.0003, 0.0001, -0.0004, -0.0001, 0.0001, 0.0002, 0.0003, 0.0003, 0.0000, -0.0003, 0.0013, 0.0005, 0.0050, -0.0002, 0.0006, 0.0001, 0.0003, 0.0000, 0.0001, 0.0000, 0.0000],
  "multiplicity": 2,
  "e_lumo_ev": [-8.032, -8.484],
  "charge": 2,
  "gap_ev": [3.74, 3.28]
}

=====

Arrangement B

{
  "formula": "C39H60AsBiF6N4OSbSi2",
  "method": "ωB97M-V/def2-TZVPD",
  "elements": ["Bi", "C", "C", "C", "C", "C", "C", "C", "C", "C", "H", "H", "H", "H", "H", "H", "H", "H", "H", "H", "H", "H", "C", "C", "C", "C", "C", "C", "C", "N", "C", "C", "C", "C", "C", "C", "C", "N", "C", "C", "C", "C", "H", "H", "H", "H", "H", "H", "H", "H", "H", "H", "H", "H", "H", "H", "H", "H", "H", "H", "H", "H", "H", "H", "H", "H", "N", "C", "O", "C", "C", "C", "N", "C", "C", "H", "H", "H", "H", "H", "H", "C", "Si", "C", "C", "As", "Si", "C", "C", "C", "H", "H", "H", "H", "H", "H", "H", "H", "H", "H", "H", "H", "H", "H", "H", "H", "H", "H", "F", "Sb", "F", "F", "F", "F", "F"],
  "xyz": [[0.20649, 11.87302, 16.72472], [-4.24974, 15.92840, 14.69670], [-4.13924, 14.59664, 14.04778], [-5.17416, 13.84773, 13.55947], [-4.98453, 12.70624, 12.80864], [-6.12955, 12.06681, 12.07443], [-3.71771, 12.12015, 12.72566], [-2.61875, 12.91578, 13.11306], [-1.25507, 12.61281, 12.55860], [-2.83959, 14.06705, 13.87599], [-5.08936, 16.57161, 14.38965], [-3.28850, 16.47643, 14.44511], [-4.32635, 15.82527, 15.78641], [-6.19441, 14.14479, 13.80900], [-6.46853, 12.72937, 11.21060], [-7.08906, 11.87862, 12.66542], [-5.82277, 11.12376, 11.60533], [-3.68479, 11.12336, 12.36190], [-1.26817, 12.10595, 11.61950], [-0.69311, 11.84514, 13.16817], [-0.59450, 13.45219, 12.54386], [-2.01612, 14.58615, 14.31217], [6.87104, 15.09792, 18.12168], [6.58984, 13.77650, 17.37627], [7.44829, 13.71782, 16.09865], [7.07492, 12.73064, 18.43256], [5.09833, 13.52710, 17.09707], [4.10568, 14.46285, 17.47605], [2.72851, 14.17366, 17.25972], [2.39304, 12.97469, 16.65940], [3.30977, 12.06256, 16.33236], [4.70838, 12.33167, 16.49439], [2.88922, 10.74337, 15.88967], [3.55793, 9.56454, 16.23950], [3.13110, 8.36705, 15.63458], [2.13202, 8.45031, 14.70951], [1.52357, 9.65103, 14.36287], [1.79937, 10.75760, 15.04664], [3.78614, 7.00682, 15.95136], [4.70536, 6.61634, 14.75495], [4.56395, 7.04692, 17.27537], [2.66651, 5.95371, 16.03415], [7.91760, 15.25970, 18.18625], [6.43663, 15.24124, 19.09479], [6.45641, 15.92648, 17.50454], [8.49655, 13.86159, 16.23695], [7.05208, 14.45983, 15.47958], [7.37833, 12.74865, 15.63784], [8.13765, 12.80904, 18.66894], [6.92579, 11.65796, 18.09439], [6.51043, 12.85965, 19.38599], [4.43033, 15.35859, 17.99630], [1.91455, 14.53076, 17.98035], [5.43983, 11.53313, 16.27838], [4.37760, 9.63523, 16.97193], [1.67525, 7.55964, 14.33274], [0.76576, 9.65933, 13.57831], [5.61373, 7.29585, 14.57616], [4.13885, 6.45958, 13.79089], [5.13042, 5.58318, 14.95717], [5.36336, 7.77155, 17.24417], [4.99848, 6.01735, 17.49138], [3.85347, 7.28757, 18.05945], [2.05650, 5.91784, 15.12099], [2.01645, 6.36315, 16.84234], [2.93024, 4.95386, 16.31416], [-7.31361, 11.18657, 19.35105], [-6.59708, 11.63396, 18.22749], [-7.22358, 11.95377, 17.21789], [-5.18333, 11.85702, 18.26795], [-4.43258, 12.17293, 17.08049], [-3.06685, 12.36285, 17.08915], [-2.29612, 12.33190, 18.20516], [-2.95810, 12.09267, 19.38868], [-4.33535, 11.79003, 19.44803], [-8.28496, 11.44702, 19.31171], [-6.91812, 11.37513, 20.26205], [-4.98754, 12.18532, 16.13507], [-2.61226, 12.31061, 16.14264], [-2.40691, 12.08303, 20.29775], [-4.70114, 11.60663, 20.45764], [2.92144, 18.71885, 17.09314], [1.31180, 17.74080, 17.26046], [0.91866, 17.41693, 19.09316], [-0.15598, 18.61162, 16.66997], [1.36817, 15.60081, 15.99750], [2.88172, 16.26307, 14.06692], [1.85784, 17.36971, 12.91594], [3.31350, 14.54670, 13.34117], [4.60693, 17.09210, 14.36825], [3.14167, 19.45449, 17.82868], [2.99365, 19.25522, 16.06594], [3.68653, 17.92562, 17.05236], [0.71646, 18.36686, 19.67510], [1.72194, 16.90355, 19.63243], [0.04744, 16.82438, 19.18239], [-0.07645, 19.60889, 17.01554], [-1.09647, 18.18777, 17.06952], [-0.05250, 18.70027, 15.59803], [1.97014, 17.16432, 11.84734], [2.20821, 18.36049, 13.10259], [0.79078, 17.28056, 13.09227], [2.44158, 13.93766, 13.06763], [3.99006, 13.96231, 14.06143], [4.04130, 14.75246, 12.49936], [4.46048, 18.16632, 14.54371], [5.32278, 16.98139, 13.49640], [5.09861, 16.67376, 15.27458], [-3.44957, 10.06230, 14.78822], [-2.11749, 8.63585, 14.95806], [-1.31936, 9.42940, 13.34667], [-1.07057, 9.98471, 16.07771], [-0.53068, 7.57700, 15.01922], [-2.82051, 7.92077, 16.54595], [-3.05464, 7.46406, 13.76057]],
  "lowdin_spin": [0.0020, 0.0338, 0.1824, 0.1776, 0.0230, -0.0059, 0.2919, 0.1800, 0.0402, -0.0005, 0.0022, 0.0033, 0.0163, 0.0069, -0.0027, -0.0014, -0.0002, 0.0121, 0.0051, 0.0207, 0.0008, -0.0028, 0.0000, 0.0000, 0.0000, 0.0000, 0.0003, 0.0008, 0.0004, 0.0005, 0.0004, 0.0004, 0.0002, 0.0000, 0.0000, 0.0000, 0.0001, -0.0002, 0.0000, 0.0000, 0.0000, 0.0000, 0.0000, 0.0000, 0.0000, 0.0000, 0.0000, 0.0000, 0.0000, 0.0000, 0.0000, 0.0000, 0.0002, 0.0000, 0.0000, 0.0000, 0.0002, 0.0000, 0.0000, 0.0000, 0.0000, 0.0000, 0.0000, 0.0000, 0.0000, 0.0000, 0.0000, 0.0000, 0.0001, 0.0003, 0.0008, 0.0002, -0.0002, 0.0003, 0.0000, 0.0000, 0.0000, 0.0005, 0.0001, 0.0000, 0.0000, 0.0000, 0.0001, 0.0000, 0.0001, 0.0010, 0.0001, 0.0001, 0.0000, 0.0000, 0.0000, 0.0000, 0.0000, 0.0000, 0.0000, 0.0000, 0.0000, 0.0000, 0.0000, 0.0000, 0.0000, 0.0000, 0.0000, 0.0000, 0.0000, 0.0000, 0.0000, 0.0000, 0.0072, 0.0001, 0.0005, 0.0001, 0.0000, 0.0002, 0.0000],
  "multiplicity": 2,
  "e_lumo_ev": [-7.415, -8.714],
  "charge": 2,
  "gap_ev": [4.17, 2.86]
}

=====

Arrangement C

{
  "formula": "C39H60AsBiF6N4OSbSi2",
  "method": "ωB97M-V/def2-TZVPD",
  "elements": ["Bi", "C", "C", "C", "C", "C", "C", "C", "C", "C", "H", "H", "H", "H", "H", "H", "H", "H", "H", "H", "H", "H", "C", "C", "C", "C", "C", "C", "C", "N", "C", "C", "C", "C", "C", "C", "C", "N", "C", "C", "C", "C", "H", "H", "H", "H", "H", "H", "H", "H", "H", "H", "H", "H", "H", "H", "H", "H", "H", "H", "H", "H", "H", "H", "H", "H", "N", "C", "O", "C", "C", "C", "N", "C", "C", "H", "H", "H", "H", "H", "H", "C", "Si", "C", "C", "As", "Si", "C", "C", "C", "H", "H", "H", "H", "H", "H", "H", "H", "H", "H", "H", "H", "H", "H", "H", "H", "H", "H", "F", "Sb", "F", "F", "F", "F", "F"],
  "xyz": [[-18.72845, -11.47166, -5.62818], [-23.18299, -12.25063, -6.04021], [-22.49257, -11.41923, -7.09392], [-22.39483, -10.02530, -6.96366], [-21.72758, -9.20923, -7.93359], [-21.66358, -7.70743, -7.71885], [-21.20856, -9.80730, -9.05225], [-21.23906, -11.20126, -9.19690], [-20.59334, -11.84635, -10.38803], [-21.86713, -11.97822, -8.22274], [-24.03047, -11.68774, -5.61738], [-22.49675, -12.52088, -5.19808], [-23.57874, -13.21022, -6.41915], [-22.70413, -9.54842, -6.03763], [-22.70897, -7.32311, -7.59262], [-21.24334, -7.19132, -8.60863], [-21.09635, -7.39895, -6.79796], [-20.63245, -9.23562, -9.74868], [-21.17096, -11.66199, -11.30123], [-20.54566, -12.95573, -10.19825], [-19.56692, -11.46419, -10.55952], [-21.92952, -13.05398, -8.34477], [-11.70151, -13.25177, -3.46296], [-12.44043, -11.89381, -3.26180], [-12.82978, -11.68511, -1.76043], [-11.51821, -10.71922, -3.66917], [-13.75073, -11.90246, -4.04668], [-14.60683, -13.01088, -3.93439], [-15.80704, -13.05776, -4.63597], [-16.23982, -11.99396, -5.31607], [-15.46715, -10.90566, -5.44807], [-14.17774, -10.84573, -4.84009], [-15.94393, -9.80328, -6.26909], [-15.19847, -8.57970, -6.40726], [-15.61727, -7.59142, -7.28759], [-16.80123, -7.85612, -8.04039], [-17.48650, -9.02091, -7.84719], [-17.10817, -9.98165, -6.97832], [-14.86456, -6.26461, -7.44203], [-15.64144, -5.19141, -6.67616], [-13.46993, -6.36548, -6.86595], [-14.79641, -5.86410, -8.90403], [-10.70643, -13.11858, -3.02257], [-11.55774, -13.48785, -4.53867], [-12.22833, -14.11224, -3.01814], [-11.93015, -11.71795, -1.11634], [-13.53055, -12.47914, -1.44768], [-13.31412, -10.68357, -1.64543], [-10.52218, -10.86492, -3.21125], [-11.96265, -9.73572, -3.31677], [-11.31088, -10.63868, -4.75525], [-14.30109, -13.86029, -3.32833], [-16.38794, -13.96648, -4.70308], [-13.55929, -9.94454, -4.97629], [-14.29288, -8.47626, -5.83279], [-17.12987, -7.08737, -8.74607], [-18.40778, -9.23722, -8.42711], [-15.74010, -5.40981, -5.58952], [-16.66727, -5.03819, -7.09080], [-15.09890, -4.21941, -6.77945], [-13.49425, -6.44442, -5.75154], [-12.85959, -5.50570, -7.12797], [-12.83623, -7.20929, -7.21556], [-15.78126, -5.48259, -9.27406], [-14.44683, -6.70417, -9.56981], [-14.08866, -5.02855, -9.05400], [-20.83498, -14.70506, 1.02970], [-21.31447, -14.82524, -0.26296], [-22.35336, -15.47835, -0.49372], [-20.51045, -14.18982, -1.31711], [-21.04386, -14.36506, -2.62947], [-20.38441, -13.76843, -3.68291], [-19.25393, -13.04427, -3.49690], [-18.79932, -12.79629, -2.26539], [-19.37801, -13.40597, -1.15532], [-21.44283, -15.05186, 1.74753], [-20.27907, -13.89530, 1.23773], [-21.90140, -15.03272, -2.82671], [-20.67874, -13.87245, -4.72696], [-17.96351, -12.12709, -2.13264], [-18.84405, -13.28886, -0.21684], [-20.21992, -16.91229, -8.93433], [-19.42058, -16.16899, -7.28477], [-20.85642, -16.35203, -6.03841], [-18.42474, -17.71011, -6.72586], [-18.52468, -13.93643, -7.51467], [-16.34856, -14.36677, -8.47855], [-15.13158, -15.25535, -7.35302], [-15.47574, -12.76061, -8.94997], [-16.42997, -15.37274, -10.11284], [-20.77929, -17.83892, -8.66458], [-19.45728, -17.20633, -9.64626], [-20.89592, -16.20095, -9.40964], [-21.40977, -17.28021, -6.32159], [-21.61891, -15.58145, -5.98397], [-20.42223, -16.53707, -5.02728], [-19.15649, -18.55431, -6.49169], [-17.78195, -17.57125, -5.80099], [-17.73729, -18.09543, -7.49201], [-14.47433, -14.50499, -6.87843], [-14.51666, -15.90623, -7.99818], [-15.56132, -15.85627, -6.54495], [-14.59674, -12.55793, -8.32761], [-16.13036, -11.89712, -8.83976], [-15.15908, -12.79028, -10.03214], [-16.89265, -16.37214, -9.99527], [-15.38339, -15.53727, -10.45045], [-16.93933, -14.83349, -10.92306], [-17.82807, -10.10367, -3.62446], [-19.13870, -8.72302, -3.17579], [-19.07196, -9.42960, -1.40727], [-20.59199, -7.57203, -2.95193], [-20.39665, -10.13798, -3.71573], [-19.06482, -8.34655, -5.08700], [-17.70159, -7.53675, -2.93668]],
  "lowdin_spin": [0.0288, 0.0002, 0.0020, -0.0002, 0.0013, 0.0004, -0.0003, 0.0047, 0.0091, 0.0081, 0.0000, 0.0001, 0.0000, 0.0000, 0.0001, 0.0000, 0.0001, 0.0000, 0.0002, 0.0081, 0.0004, 0.0014, 0.0000, 0.0000, 0.0000, 0.0000, 0.0000, 0.0004, 0.0074, 0.0129, 0.0006, 0.0008, 0.0001, 0.0000, 0.0000, -0.0001, 0.0001, 0.0010, 0.0000, 0.0000, 0.0000, 0.0000, 0.0000, 0.0000, 0.0000, 0.0000, 0.0000, 0.0000, 0.0000, 0.0000, 0.0000, 0.0001, 0.0068, 0.0001, 0.0000, 0.0000, 0.0000, 0.0000, 0.0000, 0.0000, 0.0000, 0.0000, 0.0000, 0.0000, 0.0000, 0.0000, 0.0000, 0.0000, 0.0000, 0.0000, 0.0002, 0.0019, 0.0050, 0.0002, 0.0004, 0.0000, 0.0000, 0.0000, 0.0008, 0.0000, 0.0000, 0.0124, 0.0691, 0.0000, 0.0174, 0.6941, 0.0663, 0.0282, -0.0018, 0.0029, 0.0011, 0.0003, -0.0004, 0.0000, 0.0000, -0.0002, 0.0024, -0.0005, 0.0003, 0.0009, 0.0031, 0.0000, -0.0001, 0.0002, -0.0002, 0.0001, 0.0001, -0.0002, -0.0002, 0.0001, 0.0000, 0.0000, 0.0007, 0.0006, 0.0000],
  "multiplicity": 2,
  "e_lumo_ev": [-7.144, -8.171],
  "charge": 2,
  "gap_ev": [6.10, 5.07]
}

=====

We find arrangement C to be the most stable, with the next structure 72.1 kcal/mol higher.